(1)
DFT (ωB97M-V/def2-TZVPD) results for a 2-piece molecular cluster, C13H16FN3OS overall at a distorted geometry.

The geometry in XYZ format:
```
35
Properties=species:S:1:pos:R:3:forces:R:3
C 2.37634 -1.20928 0.74446 -0.6 -0.3 -0.7
C 0.87244 -1.11753 0.02937 -0.8 1.4 -0.5
C 0.15455 -2.58750 -0.28155 0.2 -0.1 0.7
N 0.25757 0.10373 -0.27565 -0.7 -5.0 3.4
C -1.23348 -0.04763 0.09050 -3.3 -0.8 -1.4
C -1.67964 0.00229 1.67667 -4.2 -0.8 -2.9
C -3.27316 -0.18653 2.01209 2.3 0.1 -2.0
C -4.46034 -0.45907 0.87415 1.4 0.2 0.3
N -5.85725 -0.64987 1.39422 0.9 -0.7 -7.1
C -6.78642 -0.93185 0.24755 2.6 0.6 0.0
C -6.36853 -0.97339 -1.32398 2.9 0.4 1.9
N -4.96596 -0.77050 -1.82317 -2.8 0.0 5.9
C -4.01530 -0.51019 -0.68915 0.4 0.0 -0.1
C -2.40148 -0.29677 -1.05180 1.2 0.4 2.5
F -1.91371 -0.32244 -2.48120 -1.8 0.0 4.5
H 2.17665 -1.63604 1.83786 0.2 0.9 -2.3
H 2.92825 -0.17497 0.78446 -1.4 -2.3 -0.1
H 3.07789 -2.00943 0.20560 -1.7 1.8 1.1
H -0.77903 -2.78648 0.43099 1.9 0.6 -1.7
H -0.17442 -2.64661 -1.42748 0.7 0.3 2.7
H 0.92895 -3.45417 -0.03452 -1.6 2.0 -0.7
H -0.84514 0.16053 2.49154 -2.0 -0.3 -1.8
H -3.60543 -0.14698 3.15740 0.7 -0.1 -2.9
H -7.92694 -1.14119 0.51344 2.8 0.6 -0.5
H -7.21703 -1.22443 -2.11811 2.2 0.7 1.8
C 4.19521 2.56356 -1.53640 -0.1 0.0 0.0
S 5.34249 1.49424 -0.63480 -0.2 0.0 0.1
O 4.52802 0.63201 0.28335 0.7 0.7 -0.4
C 6.07828 2.80973 0.36558 0.0 0.0 0.1
H 3.59431 1.94311 -2.20483 0.1 0.0 0.1
H 3.53667 3.08210 -0.83547 0.1 -0.1 0.0
H 4.75911 3.28848 -2.12777 0.0 -0.1 0.1
H 5.30474 3.31306 0.95016 0.0 -0.1 -0.1
H 6.58169 3.52662 -0.28666 0.0 -0.1 0.0
H 6.81008 2.36342 1.04315 -0.1 0.0 -0.2
```
Forces are in eV/Å.

Net charge   0
2S+1   1
LUMO   -1.194 eV

(2)
DFT (ωB97M-V/def2-TZVPD) results for an isolated ion of composition C13H16N and charge +1 at a distorted geometry.

The geometry in XYZ format:
```
30
Properties=species:S:1:pos:R:3:forces:R:3
C -1.68117 3.81381 1.04881 0.9 -1.0 -0.7
C -1.60779 3.48821 -0.34760 -1.3 1.0 -0.2
C -1.35795 2.77460 1.93197 -0.1 0.0 -0.4
C -1.33605 2.21741 -0.85078 -0.5 0.1 2.2
C -1.00759 1.49812 1.51474 -1.6 -0.1 -0.9
C -1.08399 1.16280 0.12355 0.5 2.2 -0.3
C -0.76191 -0.10626 -0.24374 0.8 -1.7 -0.4
C -0.69397 -1.40418 -0.26269 -1.4 -0.8 -0.6
C 0.51951 -2.25053 -0.42666 -0.1 -1.5 0.9
C 2.06355 -0.38070 0.47578 0.7 1.2 5.1
C 1.76153 -1.41152 -0.46962 1.7 -1.9 -0.5
C -2.03489 -2.22861 -0.26158 -1.0 0.9 1.5
C 3.05058 -2.06138 -0.97699 -0.1 -1.4 1.7
N 1.60000 -0.01805 -0.77764 -2.3 0.6 -2.3
H -1.95127 4.82442 1.45198 0.1 -1.2 -0.7
H -2.02777 4.24882 -1.04392 0.8 -0.6 0.4
H -1.52126 2.88145 2.97041 0.1 0.5 1.0
H -1.47934 2.02765 -1.90404 0.3 -0.2 0.0
H -1.02323 0.68620 2.24471 0.6 0.2 -0.2
H 0.47034 -3.10923 0.41417 0.4 2.0 -1.8
H 0.41305 -2.77915 -1.39093 0.0 0.0 0.4
H 1.36479 -0.23792 1.43467 1.5 0.1 -2.2
H 3.14136 -0.20522 0.67221 -0.9 -0.2 0.3
H -2.45035 -2.07944 0.79903 0.4 -0.5 -1.5
H -1.96716 -3.36000 -0.44163 0.3 2.0 0.0
H -2.75893 -1.68712 -0.93801 0.7 -1.1 0.6
H 2.89034 -2.51075 -1.93198 0.1 -0.6 -0.7
H 3.48533 -2.83079 -0.21544 -1.1 1.1 -1.4
H 3.81764 -1.32062 -1.05130 0.5 0.6 -0.2
H 2.16658 0.35798 -1.54748 0.0 0.0 0.9
```
Forces are in eV/Å.

Net charge   +1
Relative energy (zero: lowest compared OMol25 entry of this formula, charge and spin)   74.54 kcal/mol
2S+1   1
LUMO   -5.192 eV

(3)
DFT (ωB97M-V/def2-TZVPD) results for one molecule with the formula C13H16N2O3.

The geometry in XYZ format:
```
34
Properties=species:S:1:pos:R:3:forces:R:3
O -0.53777 -0.45484 -1.12402 -0.1 0.0 -0.1
C -0.22087 -0.38191 0.03225 0.4 0.1 0.0
C 1.02524 0.29187 0.55861 0.1 0.1 -0.4
C 2.15444 0.24518 -0.48318 -0.5 0.2 0.2
N 2.71274 -1.09710 -0.55192 -0.1 -0.1 -0.4
C 3.88835 -1.26553 0.26870 0.4 0.1 -0.1
C 4.99224 -0.28556 -0.14133 -0.2 -0.4 0.0
N 4.44674 1.05058 -0.07954 0.5 0.1 0.1
C 3.14152 1.37610 -0.18228 -0.1 0.0 -0.1
O 2.76634 2.52310 -0.03903 -0.3 0.3 0.0
O -0.94210 -0.88719 1.03864 -0.1 -0.1 0.4
C -2.18321 -1.49930 0.68134 -0.2 -0.2 -0.2
C -3.22009 -0.48404 0.27600 0.1 0.0 0.0
C -3.34986 0.69635 0.99643 0.0 -0.1 0.0
C -4.29441 1.63786 0.63016 0.0 0.1 0.1
C -5.12234 1.40410 -0.45458 -0.1 0.1 0.0
C -4.99773 0.22842 -1.17465 -0.1 0.0 0.0
C -4.04731 -0.71059 -0.81433 0.1 0.0 0.1
H 0.78308 1.33929 0.75783 -0.1 -0.1 0.1
H 1.32287 -0.18557 1.49112 0.0 0.0 0.0
H 1.69018 0.48348 -1.44770 0.1 0.0 0.1
H 2.91658 -1.35242 -1.51085 0.0 0.0 0.1
H 3.60878 -1.07724 1.30898 0.1 -0.1 0.0
H 4.23906 -2.29508 0.18134 0.0 0.0 0.1
H 5.33246 -0.51386 -1.16165 0.0 -0.1 0.1
H 5.85138 -0.35556 0.53082 0.0 0.0 0.0
H 5.07675 1.82324 0.08379 -0.2 0.0 0.0
H -2.49612 -2.03787 1.58079 0.1 0.1 -0.1
H -2.01197 -2.20946 -0.13430 -0.1 0.1 0.2
H -2.70009 0.87565 1.84097 0.1 0.0 0.1
H -4.38439 2.55536 1.19289 0.0 0.1 0.0
H -5.85987 2.13920 -0.74102 -0.1 0.1 0.0
H -5.63751 0.04485 -2.02519 0.0 0.0 -0.1
H -3.94310 -1.62151 -1.38510 0.0 -0.1 -0.1
```
Forces are in eV/Å.

Net charge   0
Relative energy (zero: lowest compared OMol25 entry of this formula, charge and spin)   5.03 kcal/mol
SMILES   O=C(C[C@@H]1NCCNC1=O)OCc1ccccc1
2S+1   1
LUMO   0.768 eV

(4)
DFT (ωB97M-V/def2-TZVPD) results for one molecule with the formula C13H16N2O6 at a distorted geometry.

The geometry in XYZ format:
```
37
Properties=species:S:1:pos:R:3:forces:R:3
N 0.09229 -2.23135 -1.08269 1.1 -0.2 0.4
C 0.12528 -1.94786 0.36469 0.3 0.9 0.1
C 1.50151 -1.53808 0.93849 -0.1 -0.7 -2.3
C 2.43106 -0.57093 0.26417 3.4 0.3 1.1
C 2.16747 0.67153 -0.24667 1.3 2.3 -1.6
C 3.17764 1.69021 -0.67378 0.4 -4.5 2.9
C 4.52883 1.28061 -0.40453 -0.5 0.7 -0.1
O 5.64113 2.05381 -0.70595 -0.2 -0.7 -0.6
C 4.94025 0.05779 0.20425 -2.7 -0.4 -0.9
C 3.85427 -0.83128 0.58201 1.5 0.8 -1.3
C -0.96367 -0.91158 0.62049 0.6 -0.4 0.9
O -1.25305 -0.47224 1.72414 0.5 -0.5 -0.3
N -1.61171 -0.60223 -0.51808 -0.4 0.9 1.1
C -2.84305 0.00508 -0.32515 -2.9 2.9 2.2
C -3.11892 1.54366 -0.74160 -0.1 -1.5 -0.3
C -3.58319 2.53779 0.31085 -1.4 2.4 -2.5
O -4.47876 3.34538 -0.06633 2.4 -2.3 2.2
O -2.87478 2.68180 1.43403 -0.6 -0.6 -0.5
C -4.07364 -0.87972 -0.56548 0.9 -1.2 0.4
O -4.94944 -0.82642 -1.35809 -1.0 1.2 -1.4
O -4.10715 -1.88388 0.34998 -1.0 -0.3 0.6
H 0.98190 -2.01524 -1.46836 0.9 0.5 -0.5
H -0.02538 -3.19295 -1.32360 -0.4 -0.7 0.3
H -0.11606 -2.83203 0.93934 -0.5 -0.2 0.1
H 2.03379 -2.45692 0.95893 0.7 -1.0 -0.1
H 1.53726 -1.26097 1.93711 -1.0 0.6 2.1
H 1.16428 1.01724 -0.42146 -0.5 -0.2 0.2
H 2.77402 2.67050 -0.77720 0.4 0.6 -0.7
H 5.57890 2.90681 -0.31352 -0.2 1.1 0.3
H 6.07733 -0.06521 0.16061 -2.0 -0.3 0.7
H 4.19114 -1.76365 1.08046 -0.7 0.5 -0.4
H -1.14806 -0.89268 -1.34341 -0.2 -0.5 -1.1
H -2.95886 0.05291 0.81495 0.6 0.1 -1.3
H -4.05586 1.55833 -1.33806 1.2 -0.1 -0.5
H -2.20940 1.99091 -1.23837 -1.1 -0.5 0.3
H -3.38279 3.34624 1.90109 0.0 0.6 0.7
H -5.04457 -2.23539 0.32674 1.5 0.3 -0.2
```
Forces are in eV/Å.

Net charge   0
Relative energy (zero: lowest compared OMol25 entry of this formula, charge and spin)   85.00 kcal/mol
SMILES   N[C@@H](Cc1ccc(O)cc1)C(=O)N[C@@H](CC(=O)O)C(=O)O
2S+1   1
LUMO   0.510 eV

(5)
DFT (ωB97M-V/def2-TZVPD) results for one molecule with the formula C13H16N4O2 at a distorted geometry.

The geometry in XYZ format:
```
35
Properties=species:S:1:pos:R:3:forces:R:3
C -3.03112 -1.88661 2.40522 0.7 -0.1 0.1
O -3.08582 -1.09001 1.22382 -0.2 -0.4 -0.7
C -1.93673 -0.47974 0.76849 0.6 -0.4 0.3
C -1.04592 0.15764 1.65350 -0.1 0.3 -1.2
C 0.10293 0.82606 1.20810 -1.7 -1.7 -0.9
C 0.46861 0.69021 -0.13903 -1.3 -0.9 0.2
C -0.38929 -0.00798 -1.04823 -0.2 0.7 1.4
C -1.65234 -0.52944 -0.62217 1.1 0.9 0.2
O -2.55285 -1.01861 -1.54002 0.1 0.2 0.1
C -3.75005 -0.22562 -1.63991 -0.5 -0.1 0.3
C 1.81809 1.33264 -0.33272 0.1 0.1 0.1
C 2.97686 0.27571 -0.32123 -1.5 -0.1 -0.3
C 3.03519 -0.49900 -1.60277 -1.1 -1.1 -0.3
N 3.83687 -0.20616 -2.56725 0.5 -0.5 -1.2
N 3.56115 -1.07949 -3.60141 -0.2 0.1 0.3
N 2.59708 -1.87710 -3.29870 0.5 0.8 0.5
N 2.24716 -1.55831 -2.04543 0.0 1.3 1.8
C 1.89256 2.24630 0.91639 0.6 1.2 -0.4
C 1.04330 1.63830 1.99597 0.6 -0.8 1.3
H -3.79672 -2.68002 2.44019 -0.1 0.8 -0.5
H -3.14177 -1.21000 3.23774 -0.1 -0.1 0.6
H -2.07871 -2.42963 2.50869 0.0 0.4 -0.2
H -1.32115 0.22198 2.67501 -0.2 0.0 0.9
H -0.06322 -0.06123 -2.07434 -0.4 -0.1 -0.3
H -4.40606 -0.62662 -2.43331 0.7 0.0 0.3
H -3.52082 0.82247 -1.84929 0.2 -0.1 -0.2
H -4.31696 -0.24988 -0.69840 0.2 -0.1 -0.2
H 1.82503 1.97999 -1.21641 0.4 -0.4 -0.1
H 2.82614 -0.38700 0.54118 0.1 0.1 -0.2
H 3.90506 0.79614 -0.21642 0.7 0.2 0.0
H 1.41494 -1.88804 -1.54333 0.6 -0.2 -0.7
H 1.42193 3.21117 0.67297 0.4 -0.2 -0.2
H 2.92621 2.43963 1.23500 -0.3 0.0 -0.1
H 1.66355 0.99840 2.66330 -0.4 0.2 -0.2
H 0.52685 2.35385 2.64480 0.2 0.0 -0.2
```
Forces are in eV/Å.

Net charge   0
Relative energy (zero: lowest compared OMol25 entry of this formula, charge and spin)   36.08 kcal/mol
SMILES   COc1cc2c(cc1OC)[C@H](Cc1nnn[nH]1)CC2
2S+1   1
LUMO   0.567 eV

(6)
DFT (ωB97M-V/def2-TZVPD) results for one molecule with the formula C13H16OSe at a distorted geometry.

The geometry in XYZ format:
```
31
Properties=species:S:1:pos:R:3:forces:R:3
C 3.38245 -2.13628 -3.67649 0.1 -1.0 0.5
C 2.67078 -3.18253 -3.07999 -1.5 -0.3 0.3
C 3.65075 -0.96896 -2.93751 -0.3 -1.7 -0.8
C 1.99997 -3.00490 -1.83053 2.3 1.8 -1.1
C 3.08425 -0.77651 -1.67905 -0.1 -2.0 -2.3
C 2.22787 -1.73790 -1.17641 -1.6 -1.3 -0.2
C -2.32691 -0.32609 1.53528 -1.4 0.3 0.8
C -0.15283 1.51055 0.14840 -4.4 -2.9 -0.3
C -0.58858 1.57844 1.61927 -1.2 -0.8 -0.5
C 0.50192 0.40201 -0.55196 0.9 -0.2 -0.5
C -2.09471 1.12348 1.92589 1.0 -0.3 -1.3
C -2.43568 1.22543 3.42075 -0.3 -1.6 -1.2
C -3.01154 1.94055 1.00998 1.3 0.0 -1.3
O -1.46882 -1.08257 1.23281 1.0 -1.1 -0.2
Se 0.93340 -1.15472 0.19295 1.0 -0.4 0.0
H 3.73249 -2.41979 -4.69082 0.1 1.0 0.7
H 2.45978 -4.09556 -3.70977 0.3 1.0 1.0
H 4.28083 -0.25649 -3.41069 0.4 0.8 0.0
H 1.42111 -3.82762 -1.45443 -0.4 0.2 0.4
H 3.23758 0.15922 -1.28655 0.0 1.9 1.5
H -1.05331 1.75302 -0.54071 1.3 -0.4 0.9
H 0.43333 2.28572 -0.07483 2.6 3.3 -0.8
H 0.18569 1.06877 2.17719 -0.1 -0.2 0.6
H -0.56051 2.63003 1.82968 0.0 0.6 0.7
H -3.36659 -0.78243 1.60416 0.3 1.0 0.0
H -3.42817 0.81219 3.69417 0.4 0.2 -0.4
H -2.43728 2.25528 3.60053 0.3 1.5 1.1
H -1.67384 0.61305 3.90091 0.0 0.5 0.6
H -4.00734 1.68685 1.26700 -1.2 0.3 0.0
H -2.82464 1.69842 -0.08263 -0.5 -0.1 1.3
H -2.77144 3.00935 1.02338 -0.4 -0.1 0.6
```
Forces are in eV/Å.

Net charge   0
Relative energy (zero: lowest compared OMol25 entry of this formula, charge and spin)   80.01 kcal/mol
2S+1   1
LUMO   0.559 eV

| no. | HOMO level (eV) |
| --- | --- |
| 1 | -8.102 |
| 2 | -12.892 |
| 3 | -8.927 |
| 4 | -8.948 |
| 5 | -8.623 |
| 6 | -7.422 |